No. 1
The following is a DFT calculation (ωB97M-V/def2-TZVPD) of a cluster of 2 separate species, C2H6NS in total.

- charge = -1
- largest force on an atom (eV/Å) = 3.40

CARTESIAN COORDINATES (ANGSTROEM)
S1 2.663852 -1.924707 -0.419157
H1 1.722080 -2.882840 -0.398600
C1 -0.169021 -0.267015 0.507957
C2 -1.018910 1.708348 -0.319970
N1 -1.367524 0.606018 0.220595
H2 -0.148496 -1.087282 -0.232382
H3 0.743330 0.287414 0.546904
H4 -0.267213 -0.713950 1.498829
H5 -1.686226 2.568481 -0.137179
H6 -0.471872 1.705533 -1.266997

Cartesian forces, eV/Å:
S 0.2 -0.1 0.0
H 0.0 0.0 0.0
C -1.6 -1.3 -1.4
C -2.7 -0.6 -1.1
N 2.0 1.1 2.5
H 0.5 0.3 0.4
H 0.6 0.2 -0.5
H -0.4 0.0 -0.1
H 0.0 -0.1 -0.6
H 1.6 0.5 0.7

No. 2
The following is a DFT calculation (ωB97M-V/def2-TZVPD) of a cluster of 2 separate species, C3H5NO3 in total.

- largest force on an atom (eV/Å) = 6.51
- multiplicity = 3

CARTESIAN COORDINATES (ANGSTROEM)
C1 1.545126 0.285983 -1.442250
C2 0.318842 -0.529708 -1.335111
C3 -1.295562 -0.516798 0.813484
N1 0.101095 -1.814311 -1.545668
O1 -0.876016 -2.252615 -2.148716
O2 0.795417 -2.661445 -0.889382
O3 0.311929 0.474840 -2.238382
H1 1.862387 0.941963 -0.610418
H2 2.271809 -0.161260 -2.014632
H3 -1.490581 0.548309 0.921762
H4 -0.742071 -1.123571 1.493472
H5 -1.854462 -1.062402 0.073608

Cartesian forces, eV/Å:
C -2.2 -0.5 2.3
C 3.1 4.1 -1.3
C -0.9 0.3 0.1
N -1.0 -6.3 1.0
O -0.4 1.4 -0.9
O 0.3 2.2 -0.4
O -0.6 -0.3 0.9
H -0.7 0.0 -0.9
H 1.9 -0.7 -1.2
H 0.3 -0.4 0.2
H 0.4 0.1 0.5
H -0.2 0.0 -0.2

No. 3
The following is a DFT calculation (ωB97M-V/def2-TZVPD) of the molecule C5H8OS.

- largest force on an atom (eV/Å) = 6.29

CARTESIAN COORDINATES (ANGSTROEM)
C1 -0.575958 -1.193687 1.705626
C2 0.249297 -0.152761 0.872082
S1 0.972436 -1.176123 -0.555307
C3 0.401846 0.218679 -1.955808
C4 0.374128 1.338254 -0.865427
O1 -0.663241 2.126936 -0.290461
C5 -0.524032 0.777633 0.107880
H1 -0.897513 -0.808790 2.565941
H2 0.095541 -2.038586 1.929228
H3 -1.269626 -1.647046 0.900589
H4 1.050682 0.288596 1.458214
H5 1.311957 0.318445 -2.635724
H6 -0.553812 0.144913 -2.424501
H7 1.338047 1.616917 -0.504227
H8 -1.309754 0.186619 -0.308106

Cartesian forces, eV/Å:
C 2.3 -2.1 -5.5
C 0.9 -2.2 2.8
S -0.7 1.4 -1.4
C 2.9 1.2 1.6
C -0.4 -1.0 -1.8
O 0.1 0.8 0.3
C -1.1 0.2 -1.1
H -2.0 1.5 3.2
H -0.2 0.3 0.2
H 0.3 0.8 1.9
H 0.2 -0.1 0.0
H -1.5 -0.3 0.6
H -0.4 -0.8 -0.4
H 0.6 0.2 0.2
H -0.9 -0.1 -0.6

No. 4
The following is a DFT calculation (ωB97M-V/def2-TZVPD) of a structure of composition C37H40IrO2P2.

- charge = +2
- largest force on an atom (eV/Å) = 4.04
- multiplicity = 6

CARTESIAN COORDINATES (ANGSTROEM)
Ir1 -3.087470 -1.245670 0.921710
C1 -4.499488 -0.506355 3.745610
C2 -3.408418 -0.210524 2.860898
C3 -2.036055 -0.217092 3.562182
C4 -1.127392 -1.384797 3.138836
C5 -1.885937 -2.347076 2.223864
C6 -3.029436 -3.011665 2.878477
C7 -3.390500 -2.691185 4.269095
C8 -4.629116 -1.719090 4.519791
C9 -3.712506 -1.166069 -0.943200
H1 -5.245474 0.287530 3.856791
H2 -3.635661 0.710973 2.282711
H3 -2.220126 -0.212281 4.645466
H4 -1.518925 0.721670 3.353180
H5 -0.189600 -1.053467 2.670223
H6 -0.793423 -1.938865 4.026846
H7 -1.275526 -3.007439 1.590806
H8 -3.397152 -3.935914 2.405354
H9 -2.555012 -2.220970 4.809220
H10 -3.612977 -3.646855 4.774066
H11 -5.595535 -2.249565 4.342835
H12 -4.676485 -1.513840 5.615027
H13 -4.618188 -0.522125 -0.875773
H14 -4.006746 -2.137908 -1.386933
H15 -2.977485 -0.686369 -1.600647
P1 1.332895 2.507177 -1.527859
P2 2.539082 -0.260081 -2.287318
C10 2.672808 1.825527 -0.543915
C11 3.282831 0.680664 -0.950649
C12 2.016943 4.158214 -1.995511
C13 3.095887 4.745774 -1.320054
C14 3.587261 5.991380 -1.719891
C15 3.045629 6.626398 -2.839963
C16 2.053176 5.990755 -3.595257
C17 1.534851 4.766880 -3.175599
C18 0.159990 2.784677 -0.147136
C19 -0.423321 1.580109 0.297009
C20 -1.519179 1.629429 1.135625
C21 -1.900186 2.834002 1.741706
C22 -1.252229 4.024926 1.377258
C23 -0.244037 4.007528 0.403213
C24 4.122505 -0.435959 -3.300067
C25 4.685709 0.714210 -3.891908
C26 5.827984 0.628357 -4.688276
C27 6.429672 -0.613630 -4.913944
C28 5.918232 -1.755467 -4.295892
C29 4.767943 -1.669726 -3.500284
C30 2.374753 -1.941616 -1.555311
C31 1.654661 -2.911922 -2.286666
C32 1.545619 -4.217795 -1.808923
C33 2.126762 -4.560944 -0.580651
C34 2.841882 -3.603371 0.147852
C35 2.947690 -2.291993 -0.328680
H16 2.904840 2.309733 0.409068
H17 4.219370 0.304694 -0.513969
H18 3.554651 4.236566 -0.475815
H19 4.388857 6.461153 -1.148677
H20 3.403460 7.612207 -3.127735
H21 1.680463 6.463636 -4.505964
H22 0.753072 4.274586 -3.753392
H23 -0.024444 0.616823 -0.032953
H24 -2.090009 0.687423 1.292363
H25 -2.688588 2.849431 2.500764
H26 -1.541343 4.970333 1.849729
H27 0.248700 4.931041 0.084255
H28 4.219910 1.687532 -3.729026
H29 6.245601 1.524131 -5.155062
H30 7.301319 -0.690383 -5.563697
H31 6.402220 -2.723861 -4.456714
H32 4.374871 -2.581051 -3.044610
H33 1.197265 -2.633683 -3.233342
H34 1.001315 -4.966464 -2.392231
H35 2.009526 -5.572092 -0.183946
H36 3.318498 -3.868333 1.099032
H37 3.492022 -1.542942 0.247250
C36 -6.664767 -2.792598 2.204288
O1 -5.631698 -1.900710 1.736398
C37 -4.649872 -2.455284 0.956225
O2 -4.714938 -3.559043 0.427575
H38 -7.375017 -2.128613 2.693622
H39 -6.299386 -3.543493 2.921751
H40 -7.137076 -3.299292 1.359469

Cartesian forces, eV/Å:
Ir 0.9 0.8 1.0
C -1.0 1.0 -0.4
C 0.2 0.9 -0.3
C 0.4 0.4 0.2
C 0.5 -0.3 -0.2
C -0.4 -1.0 1.5
C 1.6 -0.7 -0.8
C -1.2 0.1 1.2
C 0.4 -1.7 0.8
C -1.8 -0.2 -2.1
H 0.1 -0.4 0.0
H 0.1 -0.1 0.6
H 0.1 -0.1 -0.2
H -0.2 -0.1 0.1
H -0.4 0.1 -0.1
H 0.0 0.0 -0.2
H -0.2 0.2 0.0
H 0.2 0.6 0.4
H -0.3 -0.5 -0.2
H 0.0 0.4 -0.1
H 0.7 0.4 0.0
H 0.1 0.1 -0.5
H 0.3 -0.2 -0.3
H 0.2 0.6 0.2
H 0.4 0.1 0.3
P 0.5 1.0 0.8
P 2.5 -0.6 -0.4
C 0.9 -1.8 -0.1
C -0.7 1.7 0.9
C 0.0 -0.2 -0.9
C -0.1 0.1 0.1
C -0.2 -0.2 0.0
C -0.1 -0.3 0.1
C 0.0 0.1 0.2
C 0.1 0.0 0.4
C -0.3 -0.4 -0.1
C -0.2 0.5 -0.3
C 0.1 0.0 0.1
C 0.0 0.2 -0.4
C 0.1 -0.3 0.2
C -0.1 -0.2 -0.2
C -0.4 -0.1 -0.3
C -0.1 0.0 0.0
C -0.1 -0.1 0.1
C -0.1 0.0 0.2
C -0.3 0.1 0.1
C 0.0 -0.2 -0.2
C -0.8 -0.2 -0.3
C 0.3 0.2 0.3
C 0.0 0.1 0.1
C 0.0 0.2 -0.1
C -0.1 0.1 0.0
C 0.1 0.0 0.1
H 0.3 0.0 -0.4
H -0.5 0.2 0.0
H -0.1 0.2 -0.1
H -0.2 -0.1 -0.2
H 0.0 -0.2 0.0
H 0.1 -0.2 0.3
H 0.1 0.2 0.1
H -0.3 0.2 -0.2
H 0.9 1.0 0.1
H 0.2 0.1 -0.4
H 0.1 -0.4 -0.2
H -0.3 -0.3 0.1
H 0.1 -0.2 -0.1
H -0.2 -0.3 0.2
H -0.2 0.0 0.2
H -0.2 0.4 0.1
H 0.1 0.3 -0.2
H 0.0 -0.1 0.1
H 0.2 0.3 0.3
H 0.1 0.3 -0.2
H -0.2 0.1 -0.4
H -0.1 -0.4 -0.1
C -0.6 -0.3 -0.3
O 1.3 -0.5 -0.9
C -2.7 -3.0 0.3
O 0.4 2.7 1.1
H 0.0 -0.1 0.0
H 0.2 0.3 -0.4
H 0.1 0.1 0.2

No. 5
The following is a DFT calculation (ωB97M-V/def2-TZVPD) of a structure of composition C15H39BBrCaCl2FN2NaO10.

- charge = +1
- largest force on an atom (eV/Å) = 1.76

CARTESIAN COORDINATES (ANGSTROEM)
C1 -0.376348 -0.467938 -1.344762
O1 0.148319 0.408906 -2.390254
B1 -0.240611 1.664257 -2.365956
O2 -0.575706 2.247648 -3.685879
C2 -0.372531 2.661315 -1.147472
O3 -1.646017 2.534115 -0.552506
C3 -2.652792 2.920730 -1.498156
C4 -3.436058 1.730223 -2.035112
N1 -4.767437 2.129161 -2.422936
H1 -1.131108 0.035959 -0.743679
H2 0.459268 -0.698064 -0.688416
H3 -0.787018 -1.419025 -1.732774
H4 -0.807476 1.521450 -4.291987
H5 0.388077 2.383758 -0.415531
H6 -0.152686 3.710158 -1.408044
H7 -3.362484 3.555494 -0.971399
H8 -2.234626 3.531716 -2.305825
H9 -2.903993 1.232381 -2.861137
H10 -3.460270 0.984897 -1.234192
H11 -5.451677 1.735971 -1.757814
H12 -5.046966 1.718827 -3.300955
F1 -6.927937 0.880752 -2.286435
Ca1 0.299454 3.604116 -4.943670
Br1 -0.472226 -2.936353 -3.234862
O4 3.514242 4.575643 -3.032316
H13 4.266390 4.639753 -3.628641
H14 3.886612 4.290330 -2.182139
C5 -2.615760 -8.954963 -2.728046
C6 -2.736991 -7.450435 -2.634384
O5 -3.819653 -6.891443 -2.585476
N2 -1.585681 -6.727493 -2.609081
C7 -0.219086 -7.207246 -2.663636
H15 -3.614679 -9.378375 -2.738643
H16 -2.100815 -9.245998 -3.644324
H17 -2.074733 -9.353510 -1.869450
H18 -1.738521 -5.730653 -2.544744
H19 0.321284 -6.894394 -1.768970
H20 0.290869 -6.782268 -3.530268
H21 -0.190017 -8.289192 -2.732355
C8 -8.699762 -0.236251 1.891832
C9 -8.178480 0.288047 0.562986
O6 -6.868677 0.831434 0.699861
H22 -8.719207 0.561338 2.636191
H23 -9.707632 -0.640872 1.785776
H24 -8.050112 -1.026437 2.278355
H25 -8.818892 1.082954 0.189439
H26 -8.158968 -0.508963 -0.184106
H27 -6.294074 0.128193 1.013884
C10 1.172346 2.054660 2.728305
C11 2.579515 2.373249 2.300537
C12 3.156444 3.645095 2.872876
O7 4.130660 4.000711 1.867372
C13 3.698245 3.501708 0.701652
O8 4.172328 3.769767 -0.363737
O9 2.662118 2.661909 0.878483
H28 0.828263 1.133156 2.260003
H29 1.125041 1.930889 3.809225
H30 0.485067 2.847332 2.429069
H31 3.236784 1.523946 2.502067
H32 3.629756 3.500463 3.838691
H33 2.425559 4.452800 2.942127
Na1 -1.752837 -2.881286 -5.663830
C14 6.745412 2.311703 4.034775
Cl1 8.179499 2.753479 4.956049
Cl2 5.435134 1.738181 5.086366
H34 6.397646 3.183301 3.492326
H35 7.005693 1.515745 3.347727
C15 10.701345 -0.497329 5.829394
O10 9.318285 -0.824836 5.908773
H36 11.175887 -1.230938 5.183272
H37 10.845118 0.498978 5.401619
H38 11.171904 -0.536025 6.814898
H39 8.897949 -0.176302 6.479948

Cartesian forces, eV/Å:
C 0.3 -0.4 1.5
O -1.1 -0.4 -0.6
B 0.0 0.3 0.6
O 0.1 -1.0 -0.1
C 0.7 -0.4 0.1
O 0.1 0.4 -0.6
C -0.8 0.1 0.7
C 0.0 -0.4 0.0
N 0.8 0.1 0.1
H 0.0 0.3 -0.2
H 0.1 -0.1 0.0
H 0.4 1.2 -0.1
H -0.2 -0.5 0.4
H -0.1 0.0 0.1
H -0.1 0.1 -0.1
H -0.1 0.0 0.1
H 0.1 0.1 0.0
H 0.1 0.1 -0.1
H 0.0 0.0 0.1
H -0.7 0.2 -0.4
H -0.3 0.0 0.0
F 0.2 -0.2 -0.1
Ca 0.9 1.5 -0.2
Br -0.2 -0.7 -1.4
O -0.4 -0.2 -0.5
H 0.1 0.1 0.1
H -0.1 -0.1 0.3
C -0.1 0.0 0.0
C 0.0 0.0 0.0
O 0.0 0.0 -0.1
N 0.0 0.0 -0.1
C -0.1 0.3 0.0
H 0.0 0.1 0.0
H 0.1 0.0 0.0
H 0.1 0.0 -0.1
H 0.1 0.0 0.0
H 0.1 -0.1 0.0
H 0.1 -0.1 0.0
H 0.0 0.0 0.0
C 0.1 0.1 0.0
C 0.2 -0.3 0.1
O 0.0 0.3 0.3
H 0.0 0.0 0.0
H 0.0 0.0 0.0
H 0.0 -0.1 0.0
H 0.1 0.1 -0.1
H -0.1 0.1 -0.1
H 0.0 -0.1 0.0
C -0.2 0.0 -0.4
C -0.3 0.0 0.3
C 0.1 0.0 0.1
O -0.1 0.0 0.0
C 0.0 0.0 0.0
O 0.0 0.1 -0.2
O 0.1 -0.1 0.0
H 0.0 -0.1 0.1
H 0.0 0.0 0.0
H 0.0 0.1 0.1
H 0.1 0.1 0.0
H 0.2 0.0 -0.1
H -0.1 -0.1 -0.1
Na 0.1 -0.3 0.7
C 0.0 0.0 -0.1
Cl 0.0 0.0 0.0
Cl 0.0 0.0 -0.1
H 0.0 0.0 0.1
H 0.0 -0.1 0.1
C -0.2 0.1 0.1
O 0.1 0.0 -0.1
H 0.0 0.0 0.0
H 0.1 0.0 0.0
H 0.1 0.0 0.0
H -0.1 0.0 0.0

These records have relative energy (zero: lowest compared OMol25 entry of this formula, charge and spin) values of 45.07; 105.79; 101.53; 54.44; 0.00 kcal/mol, in the order they appear.